(1)
A 3-piece molecular cluster, C15H41BIN3O10P2 overall in a non-equilibrium geometry. Source: the Open Molecules 2025 dataset; level of theory: ωB97M-V/def2-TZVPD.

Geometry as XYZ:
```
73
C15H41BIN3O10P2 (ωB97M-V/def2-TZVPD)
O -1.245 -0.124 4.597
P -1.277 -1.486 5.274
C -1.130 -2.949 4.083
C -1.881 -2.610 2.797
N -3.128 -1.950 3.243
O -3.551 -1.046 2.244
B -3.657 0.233 2.840
O -4.137 0.446 4.141
O -3.240 1.340 2.071
O 0.198 -3.390 4.015
C 0.897 -3.107 2.829
P 1.739 -1.399 2.780
O 1.649 -0.738 4.336
I 0.402 0.016 1.219
H -2.411 -1.729 6.092
H -0.140 -1.611 6.129
H -1.708 -3.751 4.587
H -2.161 -3.541 2.273
H -1.371 -1.932 2.106
H -3.839 -2.673 3.295
H -3.389 0.474 4.733
H -2.284 1.276 2.087
H 1.761 -3.792 2.812
H 0.377 -3.298 1.877
H 1.473 0.194 4.202
C 1.583 7.451 -1.208
O 1.446 6.909 0.092
C 0.198 7.191 0.718
C -0.703 5.965 0.760
N -1.201 5.612 -0.567
C -1.788 4.274 -0.676
C -0.957 3.055 -0.264
O 0.117 2.732 -1.134
C 1.271 3.542 -0.992
H 2.640 7.417 -1.471
H 1.034 6.867 -1.952
H 1.250 8.493 -1.245
H -0.303 8.045 0.256
H 0.433 7.464 1.751
H -1.556 6.169 1.414
H -0.123 5.150 1.208
H -0.446 5.683 -1.232
H -2.061 4.144 -1.726
H -2.722 4.268 -0.106
H -1.625 2.191 -0.305
H -0.607 3.112 0.774
H 1.462 3.810 0.049
H 1.187 4.437 -1.610
H 2.125 2.973 -1.363
C 0.058 -5.927 -4.429
O 1.294 -5.323 -4.763
C 1.175 -4.058 -5.406
C 1.549 -2.914 -4.473
N 0.551 -2.720 -3.425
C 0.981 -1.882 -2.302
C 2.252 -2.271 -1.536
O 2.133 -3.439 -0.733
C 2.199 -4.666 -1.440
H 0.252 -6.976 -4.208
H -0.389 -5.474 -3.540
H -0.651 -5.874 -5.261
H 0.182 -3.916 -5.841
H 1.898 -4.066 -6.226
H 1.633 -1.991 -5.055
H 2.537 -3.142 -4.058
H 0.274 -3.620 -3.064
H 0.153 -1.880 -1.588
H 1.084 -0.854 -2.662
H 2.459 -1.464 -0.831
H 3.133 -2.333 -2.184
H 2.913 -4.629 -2.265
H 1.210 -4.951 -1.803
H 2.521 -5.438 -0.740
```

Summary:
E_HOMO   -0.3110 Eh
Structure (SMILES)   O=[PH2][C@@H](CNOB(O)O)OCP(O)I.COCCNCCOC.COCCNCCOC
Strongest force on any atom   2.10 eV/Å
Energy relative to the best compared isomer or geometry (same formula, charge and spin)   0.940 eV



(2)
One molecule with the formula C3H4ClNO in a non-equilibrium geometry. Source: the Open Molecules 2025 dataset; level of theory: ωB97M-V/def2-TZVPD.

Geometry as XYZ:
```
10
C3H4ClNO (ωB97M-V/def2-TZVPD)
N -1.723 -1.913 -0.420
C -1.118 -0.997 -0.092
C -0.401 0.255 0.166
O -0.371 1.072 -1.056
C 1.081 0.041 0.549
Cl 1.874 -1.001 -0.631
H -0.796 0.828 1.052
H -1.208 1.057 -1.544
H 1.497 1.056 0.447
H 1.165 -0.397 1.529
```

Summary:
E_HOMO   -0.4075 Eh
Structure (SMILES)   N#C[C@H](O)CCl
Strongest force on any atom   1.61 eV/Å
Energy relative to the best compared isomer or geometry (same formula, charge and spin)   0.785 eV



(3)
C12H28K3O17 as an isolated structure in a non-equilibrium geometry. Source: the Open Molecules 2025 dataset; level of theory: ωB97M-V/def2-TZVPD.

Geometry as XYZ:
```
60
C12H28K3O17 (ωB97M-V/def2-TZVPD)
K -2.601 -0.972 -3.398
K 2.646 0.768 -3.496
K -3.616 1.020 0.554
C -4.100 2.526 -3.693
C -3.593 2.419 -5.101
O -2.764 1.544 -5.440
O -3.972 3.304 -5.863
H -4.736 3.367 -3.420
H -3.226 2.433 -3.048
H -4.764 1.682 -3.508
C -0.400 -2.425 2.832
C -0.588 -3.724 3.676
O -1.397 -4.630 3.249
O 0.174 -3.854 4.669
H 0.463 -1.822 3.117
H -1.234 -1.763 3.060
H -0.372 -2.543 1.749
C 3.968 -1.022 0.112
C 3.792 -1.587 -1.277
O 4.378 -0.875 -2.172
O 3.182 -2.664 -1.432
H 3.973 0.068 0.109
H 4.976 -1.315 0.405
H 3.274 -1.471 0.823
C -0.674 0.828 4.093
C -2.056 1.515 4.244
O -2.814 1.644 3.270
O -2.223 1.982 5.355
H -0.563 -0.064 4.710
H 0.097 1.541 4.388
H -0.513 0.581 3.044
C 0.490 -0.119 -0.235
C -0.394 0.152 -1.468
O -1.563 0.660 -1.412
O 0.102 -0.206 -2.546
H 0.666 -1.181 -0.061
H 0.109 0.442 0.618
H 1.530 0.173 -0.384
C 2.286 1.563 2.508
C 1.818 2.794 1.818
O 2.087 2.955 0.591
O 0.995 3.509 2.415
H 1.976 0.641 2.016
H 2.134 1.550 3.588
H 3.369 1.621 2.406
O -1.186 -3.536 -0.571
H -1.645 -2.700 -0.657
H -1.118 -3.866 -1.467
O 1.562 -3.815 0.431
H 2.281 -3.363 -0.009
H 0.770 -3.444 0.041
O -0.289 2.451 -4.099
H -0.316 1.500 -3.990
H -1.200 2.701 -4.255
O -1.430 3.005 0.779
H -1.921 2.768 1.565
H -0.567 3.265 1.103
O 1.716 -2.108 -3.796
H 2.114 -2.266 -2.940
H 0.909 -1.633 -3.602
```

Summary:
Total charge   -2
Multiplicity   2
E_HOMO (alpha / beta)   -0.0940 / -0.0940 Eh
Strongest force on any atom   3.80 eV/Å



(4)
One molecule with the formula C3H3F2NOS in a non-equilibrium geometry. Source: the Open Molecules 2025 dataset; level of theory: ωB97M-V/def2-TZVPD.

Geometry as XYZ:
```
11
C3H3F2NOS (ωB97M-V/def2-TZVPD)
O -2.533 -1.138 0.092
N -1.281 -0.772 -0.018
C -1.332 0.685 -0.010
S 0.071 1.704 0.446
C 1.408 0.922 -0.115
C 1.932 -0.246 0.322
F 1.444 -1.279 1.038
F 3.046 -0.710 -0.385
H -2.782 -1.880 -0.604
H -2.241 1.214 0.080
H 2.268 1.498 -0.846
```

Summary:
E_HOMO   -0.3161 Eh
Structure (SMILES)   O/N=C/SC=C(F)F
Strongest force on any atom   8.12 eV/Å
Energy relative to the best compared isomer or geometry (same formula, charge and spin)   4.525 eV



(5)
A 2-piece molecular cluster, C5H11IN overall in a non-equilibrium geometry. Source: the Open Molecules 2025 dataset; level of theory: ωB97M-V/def2-TZVPD.

Geometry as XYZ:
```
18
C5H11IN (ωB97M-V/def2-TZVPD)
C 1.223 -1.437 -1.101
C 1.261 -1.363 0.472
C -0.001 -0.598 0.400
C -0.642 2.584 0.225
C -0.117 -0.733 -1.040
N -0.852 -0.451 1.363
I -2.047 -1.341 -1.825
H 1.937 -0.913 -1.615
H 1.053 -2.541 -1.543
H 1.001 -2.313 1.119
H 2.099 -0.849 0.928
H -1.054 1.656 0.401
H -0.982 3.305 0.994
H 0.419 2.381 0.134
H -0.125 0.257 -1.442
H -0.923 3.088 -0.774
H -0.485 -0.524 2.304
H -1.764 -0.205 1.001
```

Summary:
Total charge   +1
E_HOMO   -0.5076 Eh
Strongest force on any atom   5.64 eV/Å
Energy relative to the best compared isomer or geometry (same formula, charge and spin)   2.006 eV



(6)
A 2-piece molecular cluster, CH7P3S overall in a non-equilibrium geometry. Source: the Open Molecules 2025 dataset; level of theory: ωB97M-V/def2-TZVPD.

Geometry as XYZ:
```
12
CH7P3S (ωB97M-V/def2-TZVPD)
C 1.579 2.071 -0.819
P 0.806 -0.798 -0.034
P -3.204 -1.125 2.061
P -2.269 -2.029 0.552
S 2.379 0.433 -0.720
H 1.044 2.255 -1.737
H 2.416 2.922 -0.664
H 0.986 2.178 0.026
H -0.005 -0.731 -1.167
H 1.536 -1.964 -0.139
H -2.561 -1.843 3.121
H -2.705 -1.369 -0.482
```

Summary:
E_HOMO   -0.3053 Eh
Strongest force on any atom   3.89 eV/Å
Energy relative to the best compared isomer or geometry (same formula, charge and spin)   1.546 eV



(7)
One molecule with the formula C3H3N3OS in a non-equilibrium geometry. Source: the Open Molecules 2025 dataset; level of theory: ωB97M-V/def2-TZVPD.

Geometry as XYZ:
```
11
C3H3N3OS (ωB97M-V/def2-TZVPD)
H -1.068 -0.749 -2.206
N -0.913 -1.580 -1.660
C -0.400 -1.361 -0.526
N -0.077 -0.125 -0.043
O -0.412 0.895 -0.876
C 0.713 0.214 1.018
S 1.356 -0.857 2.077
C 0.869 1.658 1.159
N 1.274 2.732 1.324
H -0.195 -2.165 0.190
H -1.148 1.338 -0.457
```

Summary:
E_HOMO   -0.3613 Eh
Structure (SMILES)   [H]/N=C\N(O)C(=S)C#N
Strongest force on any atom   1.92 eV/Å
Energy relative to the best compared isomer or geometry (same formula, charge and spin)   3.835 eV



(8)
C7H14N as an isolated structure in a non-equilibrium geometry. Source: the Open Molecules 2025 dataset; level of theory: ωB97M-V/def2-TZVPD.

Geometry as XYZ:
```
22
C7H14N (ωB97M-V/def2-TZVPD)
C -0.828 0.884 -0.221
C -0.049 1.015 0.834
C -0.552 -0.259 0.566
C -1.328 1.314 -1.477
C 1.130 1.686 1.552
C -1.516 -1.222 1.322
C 1.621 -0.871 -1.243
N 0.476 -1.412 -0.536
H -2.320 1.715 -1.410
H -1.456 0.382 -2.057
H -0.656 1.901 -1.970
H 1.871 0.816 1.565
H 0.858 1.931 2.675
H 1.513 2.659 1.081
H -1.165 -2.192 1.094
H -2.537 -1.078 1.098
H -1.244 -1.171 2.392
H 1.269 -0.658 -2.228
H 1.950 0.041 -0.826
H 2.440 -1.721 -1.264
H 0.769 -2.068 0.173
H -0.245 -1.693 -1.118
```

Summary:
Total charge   +1
E_HOMO   -0.5110 Eh
Strongest force on any atom   3.61 eV/Å
Energy relative to the best compared isomer or geometry (same formula, charge and spin)   2.720 eV



(9)
A 2-piece molecular cluster, C5H7Br overall in a non-equilibrium geometry. Source: the Open Molecules 2025 dataset; level of theory: ωB97M-V/def2-TZVPD.

Geometry as XYZ:
```
13
C5H7Br (ωB97M-V/def2-TZVPD)
C 0.104 -1.302 0.708
C 0.837 -1.161 -1.534
C -0.113 -0.473 -0.525
C 1.206 -0.681 -0.069
C -1.678 2.410 0.631
Br 2.732 0.185 0.569
H -0.180 -0.846 1.679
H 0.055 -2.485 0.662
H 0.708 -2.162 -1.851
H 1.291 -0.460 -2.329
H -0.993 2.630 1.482
H -1.651 1.350 0.460
H -2.317 2.994 0.117
```

Summary:
E_HOMO (alpha / beta)   -0.3321 / -0.3231 Eh
Strongest force on any atom   4.81 eV/Å
Energy relative to the best compared isomer or geometry (same formula, charge and spin)   6.391 eV



(10)
An isolated ion of composition C3H8NS and charge +1 in a non-equilibrium geometry. Source: the Open Molecules 2025 dataset; level of theory: ωB97M-V/def2-TZVPD.

Geometry as XYZ:
```
13
C3H8NS (ωB97M-V/def2-TZVPD)
C 1.567 0.300 0.507
C 0.343 -0.488 0.325
N -0.779 0.478 0.039
C -1.479 -0.370 -0.882
S 0.026 -1.413 -1.246
H 1.784 1.144 -0.306
H 2.523 -0.357 0.428
H 1.652 0.686 1.557
H 0.082 -1.113 1.197
H -0.140 1.142 -0.312
H -1.265 0.752 0.899
H -2.356 -0.929 -0.472
H -1.957 0.170 -1.732
```

Summary:
Total charge   +1
E_HOMO   -0.5170 Eh
Structure (SMILES)   C[C@H]1[NH2+]CS1
Strongest force on any atom   4.13 eV/Å
Energy relative to the best compared isomer or geometry (same formula, charge and spin)   1.033 eV



(11)
A 2-piece molecular cluster, CH3N3O2 overall in a non-equilibrium geometry. Source: the Open Molecules 2025 dataset; level of theory: ωB97M-V/def2-TZVPD.

Geometry as XYZ:
```
9
CH3N3O2 (ωB97M-V/def2-TZVPD)
C 0.485 0.728 0.651
N 0.989 -0.386 0.327
O 1.916 -1.078 0.693
O 0.188 -1.057 -0.652
H -0.424 0.826 0.078
H 0.825 1.256 1.458
H 0.287 -2.031 -0.462
N -2.330 0.504 -1.406
N -1.937 1.238 -0.687
```

Summary:
E_HOMO   -0.3487 Eh
Structure (SMILES)   C=[N+]([O-])O.N#N
Strongest force on any atom   2.77 eV/Å
Energy relative to the best compared isomer or geometry (same formula, charge and spin)   3.924 eV



(12)
C35H27BrF5IN4O6OsPS2Se as an isolated structure in a non-equilibrium geometry. Source: the Open Molecules 2025 dataset; level of theory: ωB97M-V/def2-TZVPD.

Geometry as XYZ:
```
84
C35H27BrF5IN4O6OsPS2Se (ωB97M-V/def2-TZVPD)
Os 1.638 -0.711 0.509
C 4.434 1.692 -4.207
C 4.155 1.118 -2.838
O 3.136 1.920 -2.207
P 3.260 2.389 -0.682
S 3.492 0.701 0.504
S 1.941 3.735 -0.333
O 4.772 2.885 -0.541
C 5.154 4.280 -0.566
C 5.295 4.782 -1.984
H 5.116 1.034 -4.750
H 4.887 2.681 -4.131
H 3.508 1.777 -4.778
H 5.054 1.091 -2.223
H 3.774 0.101 -2.928
H 6.098 4.318 -0.027
H 4.410 4.858 -0.021
H 6.075 4.235 -2.519
H 5.559 5.842 -1.975
H 4.352 4.669 -2.521
O -0.459 -1.266 1.568
C -0.716 -1.936 0.552
O 0.103 -1.953 -0.424
C -1.973 -2.731 0.454
C -3.051 -2.436 1.279
C -4.232 -3.157 1.170
C -4.334 -4.188 0.247
C -3.239 -4.469 -0.548
C -2.061 -3.760 -0.474
N -3.337 -5.586 -1.521
O -2.312 -5.951 -2.061
O -4.433 -6.067 -1.716
H -2.948 -1.641 2.007
H -5.074 -2.922 1.806
H -5.236 -4.773 0.143
H -1.225 -4.000 -1.117
Br 0.589 -3.976 -3.526
C 1.361 -4.782 -2.004
C 0.990 -6.086 -1.706
C 1.551 -6.731 -0.615
C 2.466 -6.076 0.193
C 2.828 -4.767 -0.090
C 2.273 -4.124 -1.186
I 2.897 -2.179 -1.590
H 0.253 -6.579 -2.323
H 1.274 -7.756 -0.405
H 2.908 -6.578 1.044
H 3.537 -4.251 0.540
F 1.151 -0.415 7.763
C 1.426 -0.810 6.520
C 1.418 0.096 5.481
F 1.123 1.378 5.715
C 1.714 -0.328 4.200
F 1.715 0.617 3.248
C 2.003 -1.644 3.894
Se 2.416 -2.379 2.175
C 1.998 -2.527 4.964
F 2.270 -3.822 4.764
C 1.721 -2.131 6.257
F 1.728 -3.019 7.252
N -3.703 4.089 0.303
C -4.857 4.617 -0.241
C -5.772 5.559 0.225
C -6.835 5.847 -0.606
C -6.985 5.218 -1.857
C -6.074 4.285 -2.305
C -4.991 3.982 -1.477
N -3.943 3.094 -1.677
C -3.210 3.192 -0.607
C -1.986 2.405 -0.375
C -1.580 1.487 -1.338
C -0.465 0.721 -1.101
N 0.261 0.830 0.029
C -0.100 1.741 0.934
C -1.218 2.534 0.769
H -3.298 4.331 1.189
H -5.659 6.044 1.187
H -7.571 6.576 -0.290
H -7.833 5.479 -2.477
H -6.182 3.797 -3.265
H -2.145 1.380 -2.253
H -0.127 -0.006 -1.824
H 0.526 1.847 1.802
H -1.447 3.254 1.543
```

Summary:
Multiplicity   2
E_HOMO (alpha / beta)   -0.2772 / -0.2760 Eh
Strongest force on any atom   1.53 eV/Å
Energy relative to the best compared isomer or geometry (same formula, charge and spin)   2.737 eV



(13)
A 12-piece molecular cluster, H24O12 overall in a non-equilibrium geometry. Source: the Open Molecules 2025 dataset; level of theory: ωB97M-V/def2-TZVPD.

Geometry as XYZ:
```
36
H24O12 (ωB97M-V/def2-TZVPD)
O 0.258 -0.465 -0.894
H 0.829 -0.421 -0.222
H 0.276 -1.373 -1.258
O -1.364 0.239 -2.980
H -0.502 0.641 -2.909
H -1.823 0.560 -2.193
O 3.119 1.280 -1.274
H 2.484 0.565 -1.154
H 3.183 1.465 -2.168
O 1.759 -1.069 1.845
H 2.653 -1.367 1.953
H 1.275 -1.867 2.117
O 1.272 2.077 0.245
H 1.160 1.693 -0.605
H 0.431 1.982 0.828
O -2.105 -2.547 -0.124
H -2.455 -3.106 -0.822
H -2.172 -2.965 0.771
O -0.439 2.473 3.919
H -0.464 1.561 3.557
H -1.147 2.438 4.526
O -3.851 -2.096 -2.528
H -4.549 -2.502 -2.141
H -3.682 -2.770 -3.226
O 3.909 1.472 1.564
H 3.441 0.674 1.526
H 4.675 1.179 2.061
O -0.573 -0.254 2.905
H -0.413 -0.954 2.347
H -1.119 0.310 2.368
O -1.988 2.412 0.677
H -2.770 1.737 0.613
H -2.551 3.211 0.786
O 0.812 -1.260 -3.102
H 1.441 -0.809 -3.715
H 0.993 -2.144 -3.293
```

Summary:
E_HOMO   -0.3668 Eh
Structure (SMILES)   O.O.O.O.O.O.O.O.O.O.O.O
Strongest force on any atom   5.64 eV/Å
Energy relative to the best compared isomer or geometry (same formula, charge and spin)   4.916 eV